A) Computed, not measured: C3H7N5 in the gas phase, with ωB97M-V/def2-TZVPD.

As for the structure (SMILES): [H]/N=c1/cn[nH]n1NC. Its lowest unoccupied orbital energy is 0.24 eV.

Geometry as ORCA input:
```
! RIJCOSX wB97M-V def2-TZVPD def2/J DEFGRID3
* xyz 0 1
H -1.621 -0.874 0.603
N -1.168 -1.588 -0.003
C -0.321 -0.965 -0.826
C 0.747 -1.343 -1.640
N 1.608 -0.283 -1.720
N 1.142 0.648 -0.921
N -0.227 0.358 -0.611
N -0.871 0.985 0.378
C -0.162 0.502 1.703
H 0.883 -2.409 -1.718
H 1.083 1.407 -1.505
H -0.591 1.992 0.258
H -0.265 -0.571 1.806
H -0.949 1.055 2.453
H 0.714 1.085 1.742
*
```


B) Computed, not measured: C3H7N5 in the gas phase, with ωB97M-V/def2-TZVPD.

Its lowest unoccupied orbital energy (alpha / beta) is -0.55 / -1.04 eV.

Geometry as ORCA input:
```
! RIJCOSX wB97M-V def2-TZVPD def2/J DEFGRID3
* xyz 0 1
C 0.132 -0.847 -0.811
C 0.704 -1.827 1.579
C -0.806 2.636 -0.744
N 0.173 1.218 0.907
N -0.305 0.410 -1.128
N 0.110 -1.824 -1.681
N 0.779 -1.082 0.336
N -0.291 1.336 -0.202
H 1.186 -1.251 2.425
H -0.326 -2.040 1.777
H 1.246 -2.729 1.473
H -1.565 3.166 -0.108
H -1.286 2.260 -1.615
H -0.018 3.233 -0.939
H 0.268 -2.657 -1.268
*
```


A) comes first in stability; the runner-up is 151.4 kJ/mol higher.


A) Computed, not measured: C2H2FN3S in the gas phase, with ωB97M-V/def2-TZVPD.

Its lowest unoccupied orbital energy (alpha / beta) is -1.17 / -0.40 eV.

Geometry as ORCA input:
```
! RIJCOSX wB97M-V def2-TZVPD def2/J DEFGRID3
* xyz 0 1
C -0.373 -1.116 1.231
C -0.821 -0.044 -0.686
N -1.107 -1.059 0.055
N 0.272 -0.147 1.646
N 0.136 0.862 -0.350
F 2.547 1.362 -1.335
S 1.161 1.968 -0.656
H -0.514 -2.006 1.671
H -1.301 0.180 -1.575
*
```


B) Computed, not measured: 2 unconnected molecules or ions with the total composition C2H2FN3S, with ωB97M-V/def2-TZVPD.

Its lowest unoccupied orbital energy (alpha / beta) is -4.59 / -4.62 eV.

Geometry as ORCA input:
```
! RIJCOSX wB97M-V def2-TZVPD def2/J DEFGRID3
* xyz 0 1
C 0.838 -0.194 1.635
C -0.715 -0.568 0.162
N -0.403 -0.673 1.480
N 1.372 0.128 0.470
N 0.376 -0.192 -0.402
F -0.767 1.762 -2.354
S -0.221 0.514 -3.221
H 1.143 -0.023 2.597
H -1.623 -0.753 -0.367
*
```


A) comes first in stability; the runner-up is 195.8 kJ/mol higher.


A) Computed, not measured: a gas-phase ion, C4H10NO2 (charge +2), with ωB97M-V/def2-TZVPD.

As for the expectation value of S²: 0.7579. Its lowest unoccupied orbital energy (alpha / beta) is -10.13 / -15.21 eV.

Geometry as ORCA input:
```
! RIJCOSX wB97M-V def2-TZVPD def2/J DEFGRID3
* xyz 2 2
O -1.702 -0.444 -0.807
C -0.575 -0.156 -1.533
C 0.353 0.533 -0.411
N 0.809 -0.553 0.510
C 1.380 0.163 1.773
C 0.143 0.825 2.418
O -0.351 -0.450 -2.661
H -2.509 -0.568 -1.293
H -0.295 1.247 0.182
H 1.042 1.217 -0.852
H 1.501 -1.224 0.024
H 0.079 -1.210 0.820
H 1.833 -0.615 2.455
H 2.125 0.980 1.490
H -0.920 0.563 2.102
H 0.088 0.584 3.494
H 0.013 1.859 2.278
*
```


B) Computed, not measured: a gas-phase ion, C4H10NO2 (charge +2), with ωB97M-V/def2-TZVPD.

As for the expectation value of S²: 0.7573. Its lowest unoccupied orbital energy (alpha / beta) is -9.00 / -15.21 eV.

Geometry as ORCA input:
```
! RIJCOSX wB97M-V def2-TZVPD def2/J DEFGRID3
* xyz 2 2
C 1.185 -1.168 0.051
C -0.131 -0.788 0.959
C -1.231 -0.247 0.153
C -1.137 1.181 -0.296
O -2.272 1.612 -0.572
O -0.050 1.769 -0.631
N 1.716 0.078 -0.360
H 1.957 -1.824 0.603
H 0.718 -1.748 -0.829
H 0.137 -0.050 1.744
H -0.486 -1.623 1.486
H -2.202 -0.245 0.695
H -1.436 -0.847 -0.716
H -2.063 2.521 -0.904
H 2.374 0.422 0.365
H 2.153 0.205 -1.319
H 0.769 0.752 -0.429
*
```


B) comes first in stability; the runner-up is 66.3 kJ/mol higher.


A) Computed, not measured: a molecular structure, C41H58F3GeN4O3PSSe2Si3W, with ωB97M-V/def2-TZVPD.

As for the expectation value of S²: 3.7699. Its lowest unoccupied orbital energy (alpha / beta) is -3.02 / -4.73 eV.

Geometry as ORCA input:
```
! RIJCOSX wB97M-V def2-TZVPD def2/J DEFGRID3
* xyz 1 4
W -0.359 0.554 0.192
F -5.686 -0.757 1.797
C -5.063 0.263 2.410
F -5.727 0.523 3.549
F -5.172 1.344 1.616
C -3.615 -0.048 2.696
C -3.158 -0.177 3.995
C -1.818 -0.431 4.256
C -0.944 -0.468 3.189
N -1.390 -0.356 1.932
C -2.688 -0.197 1.661
S -2.948 -0.172 -0.062
H -3.860 -0.072 4.813
H -1.444 -0.546 5.262
H 0.114 -0.622 3.321
Se -1.745 2.586 0.074
P 0.548 2.361 -2.532
Se -0.087 0.182 -2.298
C 2.252 2.208 -3.207
C 2.946 1.015 -3.385
C 4.274 1.019 -3.801
C 4.920 2.217 -4.057
C 4.232 3.414 -3.895
C 2.917 3.410 -3.464
C -0.421 2.873 -3.995
C -0.123 2.438 -5.287
C -0.828 2.923 -6.376
C -1.844 3.854 -6.186
C -2.152 4.289 -4.906
C -1.440 3.805 -3.816
H 2.451 0.071 -3.200
H 4.800 0.081 -3.930
H 5.952 2.223 -4.384
H 4.729 4.355 -4.097
H 2.400 4.355 -3.328
H 0.672 1.716 -5.441
H -0.584 2.580 -7.374
H -2.389 4.240 -7.037
H -2.941 5.016 -4.756
H -1.682 4.146 -2.816
C -3.271 -4.787 -1.865
Si -3.340 -2.994 -1.418
C -3.658 -1.933 -2.912
C -4.715 -2.836 -0.178
Ge -1.098 -2.015 -0.485
Si 0.165 -3.164 -2.405
C -0.237 -2.650 -4.146
C 1.918 -2.752 -1.920
C 0.059 -5.027 -2.449
Si -0.736 -3.500 1.434
C 0.776 -3.131 2.487
C -0.507 -5.276 0.914
C -2.270 -3.532 2.526
H -4.280 -4.998 -2.241
H -3.104 -5.435 -1.004
H -2.568 -5.051 -2.650
H -4.738 -1.775 -3.004
H -3.311 -2.418 -3.825
H -3.184 -0.951 -2.859
H -5.447 -3.615 -0.414
H -5.210 -1.869 -0.248
H -4.400 -2.981 0.855
H -0.288 -1.582 -4.331
H -1.172 -3.100 -4.487
H 0.566 -3.064 -4.768
H 2.077 -1.710 -1.657
H 2.556 -2.989 -2.780
H 2.240 -3.379 -1.083
H -0.430 -5.346 -3.371
H -0.427 -5.529 -1.621
H 1.096 -5.379 -2.482
H 1.508 -3.924 2.310
H 0.494 -3.175 3.544
H 1.270 -2.184 2.297
H 0.435 -5.458 0.393
H -1.324 -5.683 0.320
H -0.477 -5.840 1.854
H -2.915 -2.657 2.448
H -1.987 -3.638 3.577
H -2.878 -4.403 2.262
C -1.665 4.392 5.069
C -2.262 3.896 3.771
N -1.489 2.754 3.308
C -0.124 2.679 3.374
N 0.481 1.774 2.649
C 1.908 1.597 2.906
C 2.264 1.887 4.351
C 1.882 3.317 4.643
N 0.489 3.524 4.261
C -0.199 4.683 4.821
H -1.772 3.635 5.848
H -2.171 5.299 5.400
H -2.261 4.705 3.031
H -3.294 3.567 3.897
H -1.835 2.317 2.464
H 2.510 2.238 2.255
H 2.180 0.565 2.677
H 3.328 1.726 4.525
H 1.705 1.218 5.013
H 2.541 4.002 4.099
H 1.972 3.549 5.706
H -0.106 5.540 4.144
H 0.314 4.947 5.745
O 4.021 2.389 -0.314
C 4.438 1.141 -0.080
C 5.826 0.933 -0.113
C 6.339 -0.318 0.127
C 5.510 -1.414 0.410
C 4.153 -1.217 0.439
C 3.603 0.051 0.193
C 2.154 0.204 0.293
O 1.582 1.336 0.085
O 1.350 -0.707 0.625
H 3.054 2.411 -0.389
H 6.462 1.778 -0.339
H 7.412 -0.460 0.094
H 5.933 -2.390 0.600
H 3.478 -2.034 0.661
*
```


B) Computed, not measured: a molecular structure, C41H58F3GeN4O3PSSe2Si3W, with ωB97M-V/def2-TZVPD.

As for the expectation value of S²: 3.7680. Its lowest unoccupied orbital energy (alpha / beta) is -2.89 / -5.11 eV.

Geometry as ORCA input:
```
! RIJCOSX wB97M-V def2-TZVPD def2/J DEFGRID3
* xyz 1 4
W 0.299 1.095 0.049
F 3.249 2.375 4.416
C 2.013 2.467 4.928
F 1.592 3.731 4.735
F 2.109 2.281 6.252
C 1.073 1.478 4.301
C 0.312 0.621 5.071
C -0.614 -0.224 4.458
C -0.709 -0.217 3.088
N 0.067 0.585 2.322
C 0.896 1.471 2.913
S 1.509 2.562 1.756
H 0.414 0.633 6.146
H -1.258 -0.862 5.041
H -1.422 -0.837 2.565
Se -2.290 0.587 0.365
P -1.963 2.546 1.434
Se -0.313 3.096 -1.221
C -2.627 2.281 3.117
C -2.018 3.008 4.135
C -2.460 2.884 5.442
C -3.507 2.028 5.739
C -4.121 1.301 4.725
C -3.683 1.427 3.419
C -3.215 3.647 0.694
C -2.948 5.007 0.802
C -3.852 5.937 0.322
C -5.025 5.512 -0.282
C -5.292 4.156 -0.398
C -4.391 3.225 0.087
H -1.187 3.666 3.907
H -1.983 3.454 6.227
H -3.852 1.927 6.758
H -4.944 0.639 4.956
H -4.162 0.855 2.632
H -2.024 5.342 1.258
H -3.637 6.991 0.413
H -5.731 6.236 -0.663
H -6.206 3.823 -0.869
H -4.606 2.167 -0.014
C 0.079 -2.490 -3.893
Si 0.669 -2.881 -2.141
C 0.477 -4.762 -2.169
C 2.506 -2.473 -1.999
Ge -0.187 -1.539 -0.160
Si -2.650 -2.747 -0.006
C -2.211 -4.563 0.124
C -3.333 -2.312 -1.695
C -3.905 -2.323 1.324
Si 0.591 -2.893 1.861
C 1.982 -2.098 2.865
C -0.728 -3.496 3.093
C 1.320 -4.504 1.202
H 0.547 -3.247 -4.524
H 0.377 -1.521 -4.270
H -0.995 -2.606 -4.026
H 1.124 -5.060 -2.996
H -0.529 -5.073 -2.448
H 0.798 -5.322 -1.297
H 2.998 -2.744 -2.934
H 2.986 -3.034 -1.200
H 2.688 -1.414 -1.837
H -1.400 -4.858 -0.532
H -3.098 -5.127 -0.173
H -1.961 -4.858 1.140
H -2.672 -2.624 -2.501
H -3.519 -1.243 -1.790
H -4.286 -2.830 -1.820
H -3.591 -2.564 2.336
H -4.786 -2.933 1.106
H -4.206 -1.279 1.293
H 1.973 -1.014 2.917
H 2.947 -2.396 2.457
H 1.925 -2.490 3.882
H -0.655 -2.967 4.038
H -0.525 -4.548 3.297
H -1.759 -3.429 2.757
H 2.160 -4.380 0.524
H 0.568 -5.128 0.727
H 1.682 -5.051 2.075
C 2.904 0.660 -5.542
C 3.298 1.327 -4.244
N 2.317 0.956 -3.242
C 0.984 0.860 -3.480
N 0.166 0.581 -2.461
C -1.252 0.469 -2.856
C -1.654 1.416 -3.968
C -0.808 1.099 -5.171
N 0.582 0.926 -4.772
C 1.509 1.129 -5.881
H 2.920 -0.424 -5.415
H 3.591 0.919 -6.346
H 3.352 2.414 -4.370
H 4.271 0.983 -3.893
H 2.502 1.267 -2.303
H -1.873 0.654 -1.988
H -1.455 -0.556 -3.182
H -1.495 2.449 -3.654
H -2.711 1.300 -4.201
H -0.838 1.907 -5.907
H -1.151 0.185 -5.670
H 1.521 2.194 -6.146
H 1.104 0.586 -6.740
O 4.685 2.572 -1.218
C 5.113 1.392 -0.729
C 6.484 1.144 -0.792
C 6.997 -0.044 -0.314
C 6.170 -1.021 0.246
C 4.820 -0.787 0.316
C 4.269 0.410 -0.173
C 2.842 0.606 -0.101
O 2.256 1.593 -0.693
O 2.022 -0.161 0.514
H 3.737 2.680 -1.039
H 7.121 1.909 -1.212
H 8.064 -0.216 -0.367
H 6.589 -1.943 0.617
H 4.149 -1.519 0.742
*
```


A) comes first in stability; the runner-up is 38.9 kJ/mol higher.